# 1
Molecular formula: C42H83FIN18O30
Method: DFT, ωB97M-V/def2-TZVPD

Atoms and positions in Å:
C  3.74  -2.88  2.62
C  2.22  -2.91  2.02
N  1.87  -4.09  1.16
C  2.67  -4.18  -0.11
C  2.09  -3.23  -1.36
C  0.72  -2.41  -0.98
C  0.74  -0.74  -0.96
C  2.08  0.16  -1.29
C  1.91  0.63  -2.88
C  2.47  -0.56  -3.86
O  2.39  1.98  -3.16
C  3.76  2.05  -3.67
C  4.91  1.45  -2.64
C  5.86  0.19  -3.18
C  7.08  -0.48  -2.28
C  7.36  0.16  -0.79
C  6.42  1.40  -0.21
C  5.20  2.06  -1.13
C  -0.72  -0.01  -0.61
C  -0.95  1.62  -0.55
C  -1.10  2.20  0.99
F  -0.62  1.25  2.02
C  -1.96  -1.10  -0.35
C  -3.44  -0.42  -0.04
C  -4.65  -1.52  0.18
C  -5.06  -2.37  -1.16
I  -6.48  -0.37  0.74
N  -1.82  -2.58  -0.39
N  -0.60  -3.09  -0.70
N  -0.54  -4.51  -0.75
C  -0.82  -4.95  -2.02
C  -0.82  -6.61  -2.22
C  -1.15  -4.02  -3.33
C  1.76  -5.39  1.90
C  1.04  -6.70  1.16
O  2.16  -5.62  3.17
H  4.60  -3.00  1.83
H  3.80  -3.62  3.53
H  3.89  -1.79  3.09
H  2.00  -1.88  1.46
H  1.45  -2.92  2.94
H  3.81  -3.87  0.00
H  2.69  -5.28  -0.57
H  1.82  -3.95  -2.27
H  2.97  -2.55  -1.74
H  2.08  1.15  -0.65
H  3.10  -0.45  -1.14
H  0.73  0.66  -3.05
H  3.40  -1.11  -3.37
H  2.66  -0.20  -4.96
H  1.61  -1.39  -3.90
H  4.02  3.21  -3.76
H  3.89  1.65  -4.79
H  5.69  -0.25  -4.27
H  7.75  -1.35  -2.70
H  8.23  -0.25  -0.12
H  6.62  1.88  0.86
H  4.53  2.95  -0.78
H  -0.11  2.18  -1.16
H  -1.99  1.84  -1.09
H  -0.54  3.24  1.03
H  -2.25  2.46  1.17
H  -3.73  0.18  -1.03
H  -3.39  0.38  0.83
H  -4.35  -2.22  1.08
H  -4.64  -1.93  -2.17
H  -4.73  -3.50  -0.98
H  -6.24  -2.36  -1.26
H  -0.87  -7.16  -1.16
H  0.16  -6.94  -2.78
H  -1.75  -6.89  -2.87
H  -2.11  -3.35  -3.20
H  -0.18  -3.37  -3.54
H  -1.25  -4.77  -4.26
H  0.98  -6.54  -0.01
H  1.81  -7.60  1.31
H  -0.01  -6.96  1.64
C  0.86  5.48  3.50
N  0.09  6.26  2.49
O  -0.51  7.27  2.89
O  0.11  5.84  1.33
H  0.75  5.97  4.47
H  0.44  4.47  3.52
H  1.90  5.48  3.18
C  -3.54  1.97  4.67
N  -3.18  3.41  4.58
O  -2.15  3.70  3.96
O  -3.94  4.21  5.14
H  -2.78  1.39  4.13
H  -3.55  1.70  5.72
H  -4.52  1.84  4.21
C  -1.24  7.98  0.11
N  -2.01  8.76  -0.90
O  -2.61  9.77  -0.50
O  -1.99  8.34  -2.06
H  -1.35  8.46  1.09
H  -1.66  6.97  0.13
H  -0.20  7.98  -0.20
C  10.76  -1.40  2.66
N  9.99  -0.62  1.65
O  9.39  0.38  2.05
O  10.01  -1.04  0.49
H  10.65  -0.92  3.64
H  10.34  -2.41  2.68
H  11.80  -1.41  2.35
C  6.40  -3.06  5.64
N  7.35  -2.19  4.90
O  7.02  -1.01  4.74
O  8.40  -2.71  4.51
H  5.53  -2.48  5.93
H  6.12  -3.88  4.97
H  6.92  -3.44  6.53
C  -6.20  -6.27  -2.48
N  -5.25  -5.40  -3.22
O  -5.58  -4.22  -3.38
O  -4.20  -5.92  -3.61
H  -7.07  -5.68  -2.19
H  -6.48  -7.09  -3.14
H  -5.68  -6.64  -1.59
C  -3.63  7.84  3.61
N  -3.73  8.94  4.62
O  -4.36  8.70  5.66
O  -3.17  10.00  4.34
H  -4.17  6.97  3.99
H  -4.09  8.21  2.69
H  -2.57  7.62  3.47
C  -7.31  8.93  6.94
N  -8.60  8.62  7.61
O  -9.59  9.26  7.24
O  -8.58  7.73  8.47
H  -7.47  9.72  6.21
H  -6.61  9.26  7.72
H  -6.95  8.02  6.46
C  -1.69  -7.46  -6.25
N  -0.34  -6.86  -6.06
O  0.44  -6.89  -7.02
O  -0.09  -6.38  -4.94
H  -1.76  -7.84  -7.27
H  -1.79  -8.27  -5.53
H  -2.42  -6.67  -6.07
C  2.93  6.97  -4.58
N  4.02  6.13  -4.02
O  4.48  5.25  -4.76
O  4.39  6.38  -2.87
H  2.71  6.65  -5.60
H  2.05  6.84  -3.93
H  3.27  8.01  -4.57
C  -0.95  -10.32  -10.14
N  -1.28  -10.34  -8.69
O  -0.53  -10.98  -7.95
O  -2.28  -9.70  -8.34
H  -0.05  -10.91  -10.31
H  -1.80  -10.74  -10.68
H  -0.78  -9.28  -10.43
C  12.53  2.24  0.38
N  13.62  1.39  0.94
O  14.08  0.51  0.20
O  13.99  1.64  2.09
H  12.31  1.91  -0.64
H  11.65  2.10  1.03
H  12.87  3.27  0.39
C  -10.05  0.21  3.35
N  -9.47  -1.15  3.51
O  -9.03  -1.46  4.63
O  -9.46  -1.88  2.50
H  -9.99  0.73  4.31
H  -9.47  0.73  2.59
H  -11.09  0.09  3.04
C  -12.14  4.55  2.16
N  -11.56  3.19  2.31
O  -11.13  2.88  3.43
O  -11.56  2.47  1.31
H  -12.08  5.07  3.11
H  -11.56  5.07  1.39
H  -13.18  4.43  1.85

The value obtained for the calculated total energy is -5288.05375 Eh. Its lowest unoccupied orbital energy is -3.966 eV. Its total charge is +1.

---

# 2
Molecular formula: C42H84F24O30S9
Method: DFT, ωB97M-V/def2-TZVPD

Atoms and positions in Å:
F  -5.97  -2.44  2.77
C  -5.05  -1.78  2.05
F  -3.98  -1.48  2.86
C  -4.59  -2.75  0.99
F  -3.58  -2.12  0.33
F  -5.65  -2.85  0.13
C  -4.04  -4.09  1.50
O  -4.06  -4.97  0.43
C  -4.27  -6.33  0.55
F  -3.44  -6.99  -0.26
F  -4.12  -6.80  1.82
C  -5.72  -6.56  0.22
F  -6.00  -7.89  0.30
F  -6.41  -5.87  1.16
H  -5.46  -0.87  1.62
H  -4.69  -4.41  2.33
H  -3.00  -3.93  1.78
H  -6.07  -6.17  -0.74
F  -0.80  -2.15  1.79
C  -0.11  -1.48  0.80
F  -0.51  -1.85  -0.46
C  -0.35  0.02  0.93
F  0.10  0.38  2.19
F  -1.74  0.12  1.06
C  0.22  0.95  -0.12
O  1.66  0.74  -0.17
C  2.28  1.10  -1.31
F  1.87  0.29  -2.31
F  1.91  2.45  -1.64
C  3.86  0.98  -1.07
F  4.51  1.49  -2.14
F  4.09  1.79  0.02
H  0.97  -1.68  0.84
H  -0.01  1.99  0.05
H  -0.32  0.64  -1.04
H  4.18  -0.04  -0.84
F  0.21  0.45  5.85
C  -0.92  -0.29  5.85
F  -1.70  0.18  4.80
C  -0.51  -1.74  5.47
F  0.26  -2.26  6.48
F  0.44  -1.58  4.44
C  -1.61  -2.62  5.06
O  -2.49  -2.77  6.20
C  -3.81  -2.76  6.11
F  -4.23  -1.49  5.71
F  -4.23  -3.55  5.10
C  -4.43  -3.06  7.49
F  -5.83  -3.01  7.45
F  -4.12  -4.30  7.89
H  -1.48  -0.18  6.79
H  -1.19  -3.56  4.73
H  -2.08  -2.15  4.21
H  -4.11  -2.31  8.21
C  1.52  1.77  -5.09
C  0.84  1.54  -6.41
O  -0.32  2.42  -6.57
S  -1.10  2.16  -7.93
C  -1.99  3.72  -8.04
O  -0.08  2.06  -8.93
O  -2.08  1.10  -7.72
H  0.88  1.61  -4.20
H  1.92  2.81  -5.00
H  2.32  1.05  -4.95
H  1.45  1.76  -7.25
H  0.49  0.51  -6.59
H  -2.28  3.82  -9.10
H  -1.43  4.60  -7.74
H  -2.87  3.57  -7.45
C  -2.79  3.30  -4.44
C  -2.75  2.97  -2.99
O  -4.14  2.79  -2.44
S  -4.81  1.38  -2.52
C  -3.94  0.51  -1.24
O  -6.15  1.62  -1.99
O  -4.52  0.81  -3.80
H  -3.23  4.30  -4.62
H  -3.33  2.52  -5.05
H  -1.73  3.32  -4.76
H  -2.22  2.02  -2.73
H  -2.30  3.75  -2.37
H  -4.08  1.21  -0.41
H  -2.91  0.25  -1.45
H  -4.54  -0.35  -0.98
C  4.79  5.06  -1.66
C  4.48  6.03  -2.78
O  4.43  7.40  -2.25
S  4.99  8.58  -3.09
C  3.83  8.92  -4.38
O  5.00  9.72  -2.22
O  6.20  8.13  -3.75
H  5.59  5.48  -1.03
H  5.08  4.12  -2.16
H  3.84  4.84  -1.10
H  5.18  5.99  -3.61
H  3.51  5.88  -3.17
H  4.09  9.84  -4.89
H  2.92  9.14  -3.78
H  3.69  8.04  -4.98
C  -3.30  -3.83  -2.45
C  -2.91  -2.43  -2.70
O  -1.65  -2.50  -3.54
S  -0.94  -1.16  -3.95
C  -1.92  -0.51  -5.28
O  -1.06  -0.16  -2.90
O  0.31  -1.53  -4.56
H  -3.15  -4.38  -3.41
H  -4.35  -3.95  -2.18
H  -2.68  -4.28  -1.66
H  -3.63  -1.95  -3.38
H  -2.63  -1.79  -1.84
H  -1.91  -1.17  -6.15
H  -1.51  0.45  -5.56
H  -2.97  -0.39  -4.99
C  4.99  5.36  1.80
C  4.03  5.01  2.90
O  2.76  4.62  2.32
S  1.50  4.46  3.18
C  1.67  2.78  3.69
O  1.54  5.34  4.29
O  0.42  4.55  2.21
H  5.74  6.01  2.23
H  4.45  5.87  1.03
H  5.40  4.45  1.34
H  4.37  4.18  3.54
H  3.84  5.80  3.60
H  1.48  2.18  2.83
H  0.99  2.68  4.50
H  2.68  2.65  4.10
C  4.31  -6.80  -0.64
C  4.18  -5.52  -1.42
O  3.52  -4.59  -0.58
S  3.28  -3.17  -1.16
C  1.89  -3.27  -2.18
O  3.00  -2.45  0.06
O  4.46  -2.82  -1.93
H  4.58  -7.52  -1.35
H  3.41  -7.05  -0.08
H  5.11  -6.65  0.05
H  5.16  -5.16  -1.72
H  3.62  -5.66  -2.35
H  2.16  -4.08  -2.87
H  1.80  -2.33  -2.73
H  0.96  -3.38  -1.60
C  -2.74  4.61  1.12
C  -3.55  3.37  1.09
O  -4.65  3.55  2.00
S  -5.37  2.36  2.57
C  -4.49  2.12  4.10
O  -6.68  2.76  2.86
O  -5.13  1.21  1.75
H  -3.35  5.37  0.63
H  -1.78  4.45  0.63
H  -2.47  4.93  2.11
H  -3.95  3.15  0.11
H  -2.96  2.47  1.35
H  -4.64  3.04  4.68
H  -3.42  1.92  3.96
H  -5.00  1.29  4.61
C  3.41  -0.38  3.87
C  4.57  -0.29  2.89
O  5.07  1.10  2.78
S  6.46  1.18  2.11
C  7.66  0.96  3.40
O  6.51  0.14  1.10
O  6.61  2.55  1.72
H  3.75  -0.04  4.82
H  3.21  -1.45  3.94
H  2.52  0.18  3.57
H  5.34  -1.01  3.15
H  4.28  -0.55  1.87
H  7.64  0.02  3.93
H  7.40  1.67  4.18
H  8.62  1.25  2.99
C  0.02  -6.57  -0.63
C  -0.58  -5.50  0.24
O  0.37  -4.73  0.95
S  0.89  -5.32  2.31
C  2.02  -4.05  2.65
O  -0.12  -5.22  3.31
O  1.54  -6.56  2.09
H  -0.84  -6.97  -1.16
H  0.71  -7.29  -0.13
H  0.59  -6.03  -1.42
H  -1.13  -4.77  -0.36
H  -1.27  -5.97  0.95
H  1.40  -3.14  2.62
H  2.80  -4.04  1.88
H  2.39  -4.24  3.67

Its SMILES is FC(F)C(F)(F)COC(F)(F)C(F)F.FC(F)C(F)(F)COC(F)(F)C(F)F.FC(F)C(F)(F)COC(F)(F)C(F)F.CCOS(C)(=O)=O.CCOS(C)(=O)=O.CCOS(C)(=O)=O.CCOS(C)(=O)=O.CCOS(C)(=O)=O.CCOS(C)(=O)=O.CCOS(C)(=O)=O.CCOS(C)(=O)=O.CCOS(C)(=O)=O. The value obtained for the calculated total energy is -9888.31796 Eh. Its lowest unoccupied orbital energy is 0.074 eV. Its total charge is 0.